Here is 13 unconnected molecules or ions with the total composition C26H78O13S13 in a non-equilibrium geometry from the Open Molecules 2025 dataset. Energies are from wB97M-V/def2-TZVPD.

Results
total charge: 0
relative energy (zero: lowest compared OMol25 entry of this formula, charge and spin): 341.4 kcal per mole
DFT total energy: -195677.487 eV
lowest unoccupied orbital energy: -0.60 eV
2S+1: 1
gap between HOMO and LUMO: 7.87 eV

XYZ file:
```
130
C26H78O13S13, DFT wB97M-V/def2-TZVPD
S -1.139 -2.769 5.639
S -5.148 0.745 3.833
S -3.468 4.142 0.547
S -1.288 1.034 -5.529
S -2.189 -4.968 -3.203
S 2.074 -5.252 1.984
S -5.499 -4.034 0.917
S 4.667 -1.286 0.220
S 2.249 4.813 3.161
S -0.254 4.984 -3.845
S 4.936 3.956 -2.474
S 0.296 -1.015 -0.495
S 3.587 -2.854 -4.257
O -0.894 2.497 -5.647
O -5.261 -0.710 4.261
O -0.199 6.478 -3.966
O 2.091 -6.778 1.636
O 3.418 5.677 2.980
O 4.148 5.215 -2.185
O 3.418 -0.802 -0.463
O -1.096 -5.521 -4.233
O -4.637 -4.594 -0.223
O -1.190 -2.302 4.236
O -0.481 -1.094 -1.770
O -4.522 3.672 1.547
O 4.195 -3.384 -5.512
C -4.613 -2.855 1.822
C -2.034 0.886 -3.917
C 5.686 0.162 0.884
C -3.661 3.267 -0.869
C 1.424 4.556 -4.056
C 0.372 0.828 -0.132
C 0.445 -4.925 1.173
C -6.691 -2.972 0.148
C -1.389 -4.878 -1.787
C -5.295 1.771 5.268
C -0.894 -1.398 0.879
C 5.822 -1.601 -1.085
C 0.184 0.147 -5.238
C -2.081 3.277 1.253
C -3.451 1.166 3.382
C 2.930 3.166 3.067
C 6.479 4.213 -1.663
C 1.819 -3.450 -4.187
C 3.421 -1.147 -4.301
C -2.804 -2.542 6.285
C -0.393 -1.317 6.493
C 1.646 -5.248 3.748
C 1.424 4.761 1.460
C 4.247 2.648 -1.381
C -0.215 4.794 -2.092
C -2.250 -3.175 -3.653
H 2.532 -5.010 4.225
H 6.512 4.826 -0.685
H -3.033 -2.842 7.336
H -0.769 -0.403 5.992
H 1.610 3.497 -3.564
H -2.681 3.303 -1.397
H 0.249 -3.925 1.317
H -0.543 -4.105 -1.997
H -2.399 3.614 2.321
H -1.214 -2.650 -3.861
H -2.838 -3.060 -4.652
H 2.957 -0.834 -5.247
H 6.059 -0.024 2.024
H -1.115 3.657 0.837
H -3.283 0.938 2.351
H -3.601 -3.401 2.111
H -3.710 -2.703 5.680
H -7.301 -2.386 0.867
H 4.868 0.826 1.211
H -2.132 2.302 1.308
H -3.041 1.171 -3.581
H -0.082 -0.646 -4.788
H -1.256 1.265 -3.391
H 0.137 3.739 -1.724
H 0.505 1.006 0.778
H 2.073 2.473 2.884
H 0.638 5.563 1.390
H -2.747 0.523 3.946
H 6.788 3.281 -1.213
H 3.219 2.763 -1.572
H -1.114 5.035 -1.525
H -2.147 -0.194 -3.571
H 1.032 -4.429 4.010
H -3.934 2.195 -0.544
H -6.328 -2.304 -0.646
H -0.444 -1.582 7.549
H 0.537 5.433 -1.646
H 4.708 1.532 -1.553
H -5.220 -2.601 2.622
H 6.338 0.694 0.256
H 0.942 3.836 1.416
H 0.873 0.815 -4.456
H 6.791 -1.509 -0.584
H 0.684 -0.072 -5.973
H 4.304 -0.663 -4.310
H -4.457 3.585 -1.565
H -6.300 1.928 5.758
H -4.628 1.021 6.050
H 1.178 1.084 -0.642
H -2.128 -4.524 -1.159
H 1.254 -3.016 -3.194
H 3.537 3.068 2.192
H 0.804 -1.293 6.150
H -3.197 2.088 3.440
H -7.495 -3.414 -0.061
H -0.516 -1.552 1.938
H 2.063 5.040 -3.344
H -4.341 -1.973 1.172
H 5.858 -0.928 -1.900
H -2.938 -1.391 6.175
H 0.602 -4.907 0.165
H 4.552 2.972 -0.400
H -2.800 -2.517 -2.938
H 2.735 -1.081 -3.408
H -1.170 -5.953 -1.311
H 5.556 -2.456 -1.518
H 7.301 4.660 -2.247
H -1.415 -2.405 0.613
H 1.097 -6.168 3.850
H 1.898 -4.480 -4.093
H -0.520 1.209 -0.436
H 3.443 3.100 3.968
H -0.394 -5.533 1.351
H 1.903 4.733 -5.124
H 1.377 -2.949 -4.988
H -1.561 -0.425 1.047
H 2.199 4.889 0.713
H -4.864 2.660 5.134
```

Here is C3H5NS3 in the gas phase in a non-equilibrium geometry from the Open Molecules 2025 dataset. Energies are from wB97M-V/def2-TZVPD.

Results
total charge: 0
relative energy (zero: lowest compared OMol25 entry of this formula, charge and spin): 0.3 kcal per mole
SMILES string: S=C1NSCCS1
DFT total energy: -37187.446 eV
lowest unoccupied orbital energy: 0.25 eV
2S+1: 1
gap between HOMO and LUMO: 8.67 eV

XYZ file:
```
12
C3H5NS3, DFT wB97M-V/def2-TZVPD
S 1.269 2.446 1.997
S -1.599 -0.324 0.673
S 0.599 1.461 -0.743
N -0.220 0.311 1.477
C -0.808 -1.005 -0.804
C 0.503 1.380 1.022
C 0.526 -0.323 -1.103
H -0.183 0.194 2.508
H -1.518 -0.796 -1.619
H -0.647 -2.095 -0.716
H 0.774 -0.435 -2.179
H 1.303 -0.813 -0.514
```

Here is 2 unconnected molecules or ions with the total composition C7H13N3 in a non-equilibrium geometry from the Open Molecules 2025 dataset. Energies are from wB97M-V/def2-TZVPD.

Results
total charge: +2
relative energy (zero: lowest compared OMol25 entry of this formula, charge and spin): 261.3 kcal per mole
DFT total energy: -11912.059 eV
lowest unoccupied orbital energy (alpha / beta): -10.83 / -10.37 eV
2S+1: 1
gap between HOMO and LUMO (alpha / beta): 7.02 / 7.25 eV

XYZ file:
```
23
C7H13N3, DFT wB97M-V/def2-TZVPD
N -0.637 -0.873 0.017
N -3.405 2.313 1.779
N 1.201 0.403 -0.428
C -1.465 0.142 0.408
C -1.991 0.943 1.100
C 1.260 -1.953 -1.084
C 2.572 -1.770 -1.816
C 0.603 -0.713 -0.496
C 2.434 1.020 -0.340
C -4.513 1.902 2.436
H 2.887 0.960 0.754
H 2.416 1.924 -0.906
H 2.876 -2.716 -2.465
H 3.169 0.421 -0.932
H 0.645 -2.521 -1.791
H -1.111 -1.718 0.302
H 1.550 -2.691 -0.350
H -4.624 2.301 3.431
H -5.534 2.168 1.970
H -2.986 3.211 1.636
H 2.580 -0.914 -2.339
H 3.502 -1.817 -1.030
H -4.692 0.879 2.444
```

Here is 13 unconnected molecules or ions with the total composition C15H56N10O13 in a non-equilibrium geometry from the Open Molecules 2025 dataset. Energies are from wB97M-V/def2-TZVPD.

Results
total charge: 0
relative energy (zero: lowest compared OMol25 entry of this formula, charge and spin): 13.2 kcal per mole
DFT total energy: -57983.985 eV
lowest unoccupied orbital energy: 0.20 eV
2S+1: 1
gap between HOMO and LUMO: 10.08 eV

XYZ file:
```
94
C15H56N10O13, DFT wB97M-V/def2-TZVPD
O 14.619 11.989 13.342
O 10.202 18.363 11.657
O 11.969 6.540 10.672
O 9.866 13.555 15.504
O 8.006 10.733 11.589
O 15.152 12.230 10.491
O 12.139 10.761 6.745
O 11.029 15.440 5.673
O 14.426 16.903 7.083
O 11.092 14.350 10.241
O 9.640 11.019 7.605
O 8.404 14.639 9.367
O 12.664 16.094 12.080
N 14.320 13.471 8.689
N 14.762 16.520 9.318
N 10.765 13.054 13.392
N 7.788 15.876 11.243
N 12.579 16.290 8.306
N 8.117 9.589 8.525
N 8.214 12.007 8.995
N 13.960 11.161 8.879
N 6.223 14.524 9.915
N 10.476 15.295 14.180
C 10.320 13.968 14.430
C 8.209 10.463 12.938
C 9.710 7.374 10.811
C 12.525 9.772 5.822
C 13.888 16.557 8.132
C 7.563 15.016 10.160
C 13.870 10.857 12.949
C 10.813 14.098 6.256
C 8.682 10.894 8.347
C 14.534 12.280 9.441
C 13.835 15.650 12.697
C 11.431 12.992 10.042
C 10.552 18.379 10.227
C 11.694 8.734 9.848
C 11.209 7.739 10.878
H 14.749 14.327 9.052
H 9.005 8.185 11.092
H 10.129 15.927 14.919
H 10.893 17.404 9.838
H 14.472 13.367 7.701
H 10.464 13.339 5.557
H 14.689 12.482 12.497
H 11.136 15.716 13.577
H 7.075 16.032 11.909
H 5.391 14.919 10.304
H 11.802 6.174 9.794
H 12.051 16.309 7.433
H 9.635 6.452 11.434
H 9.662 18.683 9.666
H 13.115 10.194 4.974
H 14.632 16.368 12.714
H 10.693 12.352 10.503
H 11.218 13.396 12.540
H 7.402 10.935 13.484
H 12.710 9.035 10.069
H 15.564 17.039 9.021
H 14.398 10.028 12.430
H 12.932 11.107 12.416
H 11.503 8.295 8.831
H 8.646 8.764 8.252
H 9.187 10.764 13.346
H 11.045 18.107 12.027
H 14.132 10.272 9.349
H 9.573 7.071 9.771
H 8.393 12.955 8.672
H 12.345 15.508 11.346
H 8.129 9.377 13.134
H 11.541 8.105 11.865
H 11.136 12.213 13.843
H 11.249 10.599 7.009
H 12.264 15.843 9.142
H 14.494 16.875 10.205
H 11.121 9.665 9.928
H 10.124 14.463 10.134
H 11.657 9.217 5.399
H 14.284 14.820 12.205
H 13.188 11.200 8.205
H 11.867 15.401 5.188
H 13.153 9.035 6.380
H 6.086 14.137 8.978
H 11.371 19.100 10.068
H 10.100 14.110 7.091
H 13.621 15.378 13.695
H 7.741 9.390 9.475
H 11.717 13.692 6.711
H 12.422 12.829 10.501
H 7.348 11.934 9.515
H 11.504 12.865 8.981
H 8.608 16.438 11.399
H 8.874 11.024 11.296
H 13.476 10.361 13.844
```

Here is C3H6OS2 in the gas phase in a non-equilibrium geometry from the Open Molecules 2025 dataset. Energies are from wB97M-V/def2-TZVPD.

Results
total charge: 0
relative energy (zero: lowest compared OMol25 entry of this formula, charge and spin): 104.5 kcal per mole
DFT total energy: -26921.909 eV
lowest unoccupied orbital energy: -0.05 eV
2S+1: 1
gap between HOMO and LUMO: 8.51 eV

XYZ file:
```
12
C3H6OS2, DFT wB97M-V/def2-TZVPD
S 2.855 -0.811 0.097
S -1.452 -1.656 0.149
O -0.596 0.939 -0.423
C 0.713 0.775 0.310
C -1.665 0.191 -0.020
C 1.653 0.140 -0.563
H -1.885 0.381 1.137
H 1.109 1.742 0.304
H 0.503 0.441 1.417
H -2.323 -1.907 -0.841
H -2.525 0.626 -0.556
H 3.612 -0.863 -1.010
```

Q: total charge of number 1 (C26H78O13S13)?
A: 0

Q: What is the total charge in the second record?
A: 0

Copy entry 2 word for word.
Here is C3H5NS3 in the gas phase in a non-equilibrium geometry from the Open Molecules 2025 dataset. Energies are from wB97M-V/def2-TZVPD.

Results
total charge: 0
relative energy (zero: lowest compared OMol25 entry of this formula, charge and spin): 0.3 kcal per mole
SMILES string: S=C1NSCCS1
DFT total energy: -37187.446 eV
lowest unoccupied orbital energy: 0.25 eV
2S+1: 1
gap between HOMO and LUMO: 8.67 eV

XYZ file:
```
12
C3H5NS3, DFT wB97M-V/def2-TZVPD
S 1.269 2.446 1.997
S -1.599 -0.324 0.673
S 0.599 1.461 -0.743
N -0.220 0.311 1.477
C -0.808 -1.005 -0.804
C 0.503 1.380 1.022
C 0.526 -0.323 -1.103
H -0.183 0.194 2.508
H -1.518 -0.796 -1.619
H -0.647 -2.095 -0.716
H 0.774 -0.435 -2.179
H 1.303 -0.813 -0.514
```